No. 1
Entry from OMol25: C23H25N5O3 in the gas phase in a non-equilibrium geometry (ωB97M-V with the def2-TZVPD basis set).

```
56
Properties=species:S:1:pos:R:3:forces:R:3
C 1.834 3.753 -4.395 0.06 0.14 -0.13
C 1.935 3.421 -3.121 -0.11 -0.10 0.23
C 1.287 2.216 -2.518 0.07 -0.07 -0.10
H 0.684 1.706 -3.270 -0.02 0.05 0.07
H 0.628 2.528 -1.702 -0.02 -0.05 0.04
C 2.316 1.217 -1.949 -0.08 0.33 -0.52
N 1.622 0.107 -1.282 0.08 0.09 -0.11
C 0.741 -0.678 -1.916 0.20 0.04 0.17
O 0.407 -0.553 -3.084 -0.17 -0.11 -0.17
C 0.097 -1.757 -1.106 -0.57 -0.76 0.27
N 0.742 -2.666 -0.421 0.94 0.56 -0.36
O -0.176 -3.519 0.089 -0.67 -0.34 0.18
C -1.403 -3.130 -0.295 -0.07 0.85 -0.63
C -1.299 -2.011 -1.069 0.04 -0.64 0.40
H -2.076 -1.448 -1.540 -0.22 0.10 -0.10
C -2.586 -3.905 0.191 0.21 -0.30 0.03
O -3.679 -3.074 0.503 -0.12 0.09 -0.07
C -3.538 -2.142 1.490 -0.09 0.29 0.26
C -4.625 -1.285 1.667 0.19 -0.26 -0.12
C -4.598 -0.299 2.628 0.21 0.06 0.17
C -3.474 -0.152 3.436 0.19 -0.74 -0.61
C -2.391 -1.006 3.268 -0.22 0.24 0.15
C -2.419 -1.996 2.304 -0.15 -0.21 -0.23
H -1.563 -2.644 2.209 0.09 -0.06 -0.03
H -1.528 -0.880 3.901 0.05 -0.02 0.02
N -3.402 0.842 4.417 -0.39 0.82 0.65
C -4.365 1.655 4.911 0.26 -0.09 0.02
N -3.867 2.440 5.831 -0.44 0.38 0.21
C -2.568 2.079 5.881 -0.22 -0.18 -0.22
N -2.250 1.121 5.049 0.73 -0.26 -0.07
H -1.858 2.534 6.541 0.23 0.05 0.12
H -5.389 1.646 4.602 -0.23 -0.09 -0.15
H -5.447 0.358 2.738 -0.09 0.07 -0.01
H -5.485 -1.412 1.030 -0.11 0.00 -0.08
H -2.957 -4.563 -0.602 0.10 0.06 0.19
H -2.287 -4.523 1.048 -0.05 0.05 -0.10
C 2.008 -0.032 0.111 0.12 -0.18 0.66
C 3.321 0.733 0.209 -0.09 0.01 -0.03
C 3.148 1.846 -0.820 -0.01 -0.16 0.05
H 4.098 2.226 -1.186 0.03 0.10 -0.05
H 2.594 2.673 -0.372 -0.01 0.07 -0.02
H 3.496 1.117 1.212 0.01 -0.03 0.03
H 4.148 0.081 -0.068 -0.01 0.00 0.06
H 2.119 -1.082 0.375 0.00 0.22 0.06
H 1.241 0.422 0.753 0.08 -0.08 0.02
C 3.186 0.671 -3.102 -0.05 -0.06 0.10
C 4.219 -0.309 -2.642 0.01 0.23 -0.17
C 4.035 -1.616 -2.636 0.11 -0.16 0.04
H 4.790 -2.300 -2.287 0.18 -0.09 0.09
H 3.116 -2.057 -2.985 -0.24 -0.06 -0.13
H 5.154 0.111 -2.293 0.15 -0.06 0.10
H 3.661 1.522 -3.594 -0.04 -0.02 -0.02
H 2.516 0.188 -3.813 0.04 0.08 -0.05
H 2.508 4.040 -2.443 0.12 0.17 0.01
H 2.308 4.633 -4.796 0.12 0.18 -0.02
H 1.270 3.154 -5.090 -0.15 -0.17 -0.11
```
Forces are in eV/Å.

Output
* ΔE to the lowest compared entry with this formula, charge and spin: 103.82 kcal per mole
* SMILES: C=CCC1(CC=C)CCCN1C(=O)c1cc(COc2ccc(-n3cncn3)cc2)on1

No. 2
Entry from OMol25: C23H25N5OS2 in the gas phase in a non-equilibrium geometry (ωB97M-V with the def2-TZVPD basis set).

```
56
Properties=species:S:1:pos:R:3:forces:R:3
C -1.596 6.410 0.214 0.19 3.83 4.03
C -0.923 5.278 0.745 0.76 -4.21 -1.93
C -1.355 4.793 1.877 3.00 -3.59 1.34
N -0.703 3.528 2.379 1.34 1.58 -3.11
C 0.451 2.827 1.653 -4.58 -2.36 3.19
N 0.796 1.582 2.129 0.44 4.54 -2.43
C 0.322 0.974 3.365 -3.64 13.24 -6.69
C -0.556 1.823 3.920 -2.12 -4.72 5.08
C -1.164 3.018 3.529 -1.81 3.33 3.04
O -1.974 3.702 4.281 2.04 -2.49 -2.45
H -1.116 1.352 4.829 1.02 1.18 -1.25
C 0.906 -0.161 3.468 4.91 -8.27 6.05
H 0.422 -0.719 4.260 -0.93 -1.16 -0.36
H 1.746 0.025 4.198 0.43 -0.06 -1.17
S 1.499 -1.074 2.104 -0.59 -0.99 -0.35
C -0.121 -1.101 1.354 3.52 -0.36 -2.91
N -1.117 -0.670 1.962 -4.71 -0.30 -1.62
N -2.133 -0.697 0.903 -0.83 2.30 0.80
C -1.591 -0.803 -0.311 1.64 -3.88 6.95
N -0.317 -1.259 -0.012 2.99 0.52 -2.74
C 0.854 -1.572 -1.102 -2.38 0.06 3.33
C 1.224 -3.079 -0.697 7.75 7.24 -0.10
C 2.274 -3.331 -1.784 2.25 -2.98 7.43
C 3.353 -2.397 -1.815 5.50 5.84 -4.00
C 2.907 -0.760 -2.446 -0.31 -5.22 16.98
C 1.874 -0.427 -1.099 1.69 0.11 -1.35
H 2.540 -0.454 -0.062 -1.90 0.80 -2.97
H 1.325 0.548 -1.461 0.95 -1.56 1.69
H 3.650 -0.296 -2.210 8.44 5.80 0.74
H 2.385 -0.979 -3.082 -9.12 -2.97 -13.32
H 4.150 -2.503 -2.730 -1.96 -0.98 1.93
H 4.132 -2.199 -1.008 -1.74 -0.53 -0.22
H 2.789 -4.276 -1.501 -0.40 -0.06 -0.25
H 2.002 -3.481 -2.679 -3.01 -1.00 -6.70
H 1.936 -2.938 0.306 -2.48 -0.91 -2.15
H 0.404 -3.600 -0.683 -4.28 -3.28 0.42
H 0.383 -1.540 -2.089 -0.36 -0.30 0.29
C -2.402 -1.238 -1.415 11.28 0.15 -5.95
C -2.204 -2.567 -2.024 -1.22 -4.04 0.07
C -2.644 -3.756 -1.337 -0.18 10.01 6.86
C -2.310 -4.897 -1.774 1.74 -4.52 -8.17
C -1.974 -4.880 -3.166 2.55 3.97 0.13
S -1.547 -3.119 -3.581 -1.76 -1.08 1.86
H -1.424 -5.506 -3.887 -0.82 -0.34 0.85
H -2.479 -5.876 -1.682 -0.99 -3.59 2.62
H -2.819 -3.478 -0.158 -0.24 -1.11 -2.97
H -1.713 -0.468 -2.211 -2.43 -1.74 1.06
H -3.174 -0.764 -1.267 -9.00 3.82 0.67
C 0.617 3.429 0.297 6.00 -9.72 5.20
C -0.005 4.360 -0.156 -4.64 11.89 -2.81
H 0.374 4.936 -1.078 -1.02 -1.43 0.98
H 1.389 2.845 -0.175 0.21 0.18 -0.82
H -2.036 5.281 2.506 -0.75 0.07 1.02
H -0.773 7.150 0.118 -1.08 0.49 -0.24
H -2.045 6.239 -0.651 -1.69 -0.69 -4.12
H -2.488 6.765 0.935 2.34 -0.46 -1.42
```
Forces are in eV/Å.

Output
* calculated total energy: -55407.1086 eV
* SMILES: Cc1ccc2nc(CSc3nnc(Cc4cccs4)n3C3CCCCC3)cc(=O)n2c1

No. 3
Entry from OMol25: a molecular structure, C23H25N6S2Tl (ωB97M-V with the def2-TZVPD basis set).

```
57
Properties=species:S:1:pos:R:3:forces:R:3
Tl 0.736 0.320 -1.391 -0.01 0.05 0.06
C 1.790 4.223 1.124 0.02 -0.01 -0.02
C 0.686 4.449 2.159 0.00 -0.01 0.00
C 0.536 3.263 3.084 0.00 0.00 0.00
C 0.984 3.351 4.399 0.01 0.02 0.00
C 0.976 2.249 5.240 0.00 -0.01 0.00
C 0.534 1.028 4.749 0.00 0.00 0.01
C 0.080 0.897 3.444 -0.02 0.00 0.02
C -0.371 -0.434 2.904 0.01 0.02 -0.01
C -1.890 -0.592 2.840 -0.01 0.01 0.01
C 0.048 2.031 2.613 0.01 -0.01 0.02
N -0.384 1.867 1.296 0.01 0.03 -0.02
C -1.438 2.483 0.902 0.03 0.01 -0.02
C -1.980 2.419 -0.415 0.04 -0.06 0.03
C -3.113 3.106 -0.882 -0.02 0.02 -0.01
C -3.276 2.719 -2.213 -0.04 0.02 0.03
C -2.238 1.809 -2.474 0.06 -0.05 0.01
N -1.458 1.628 -1.403 -0.08 0.04 -0.08
H 1.899 5.090 0.469 0.00 0.00 0.01
H 1.563 3.355 0.503 -0.01 0.00 0.01
H 2.748 4.040 1.618 -0.01 0.01 0.00
H -0.247 4.665 1.637 -0.01 -0.01 0.00
H 0.919 5.331 2.763 0.00 0.00 0.00
H 1.360 4.304 4.760 0.00 0.00 0.00
H 1.330 2.336 6.260 0.00 0.00 0.00
H 0.550 0.149 5.386 0.00 0.00 0.00
H 0.054 -1.229 3.524 0.00 -0.01 0.00
H 0.025 -0.560 1.895 0.00 -0.01 -0.01
H -2.336 -0.512 3.836 0.00 0.00 0.00
H -2.146 -1.561 2.409 0.00 0.00 0.00
H -2.329 0.174 2.201 0.00 -0.01 0.01
H -2.006 3.107 1.609 -0.01 0.00 0.00
H -3.725 3.789 -0.306 0.00 0.00 0.00
H -4.047 3.033 -2.902 0.00 0.00 0.00
H -2.038 1.257 -3.383 -0.01 0.02 -0.01
S -0.372 -2.104 -0.448 0.02 -0.01 -0.01
C -0.994 -3.024 -1.820 -0.02 0.06 0.03
C -1.648 -4.234 -1.540 0.01 0.00 -0.03
C -2.174 -5.043 -2.533 0.01 0.01 -0.04
C -2.058 -4.647 -3.861 -0.04 -0.05 0.03
C -1.421 -3.456 -4.158 0.03 0.04 -0.03
C -0.877 -2.620 -3.172 -0.04 -0.03 0.05
S -0.083 -1.136 -3.698 0.05 -0.02 -0.01
H -1.733 -4.529 -0.501 0.00 0.01 0.01
H -2.669 -5.972 -2.271 0.00 0.00 0.00
H -2.459 -5.262 -4.660 0.00 0.00 0.00
H -1.324 -3.137 -5.189 -0.01 0.00 0.00
N 2.714 -3.139 -1.081 0.00 0.03 -0.19
C 3.478 -2.965 -2.167 -0.06 0.00 0.14
N 2.899 -2.540 -3.296 0.08 0.06 -0.09
N 4.773 -3.268 -2.058 0.01 -0.01 0.02
C 5.523 -3.032 -3.111 -0.07 -0.05 0.06
N 6.224 -2.835 -4.017 0.16 0.00 -0.16
H 1.752 -2.792 -1.024 -0.07 -0.03 0.07
H 3.193 -3.348 -0.226 0.03 0.03 0.01
H 1.965 -2.110 -3.328 -0.05 -0.10 0.06
H 3.494 -2.389 -4.094 0.01 0.03 0.05
```
Forces are in eV/Å.

Output
* charge: -2
* ΔE to the lowest compared entry with this formula, charge and spin: 1.18 kcal per mole